(1)
Below is a molecular structure, C14H13N5OPdS, with properties calculated with the ωB97M-V functional and the def2-TZVPD basis.

Geometry as ORCA input:
```
! wB97M-V def2-TZVPD RIJCOSX def2/J DEFGRID3
* xyz 0 3
Pd -2.46 0.29 -0.94
N -2.71 2.41 2.78
C -2.40 1.76 1.64
S -3.72 1.47 0.54
N -1.13 1.40 1.51
N -0.93 0.72 0.36
C 0.24 0.25 0.07
C 1.43 0.41 0.94
C 2.00 -0.71 1.54
C 3.12 -0.57 2.36
C 3.66 0.69 2.57
C 3.09 1.81 1.97
C 1.97 1.67 1.16
C 0.31 -0.49 -1.21
C 1.51 -1.01 -1.69
C 1.51 -1.70 -2.90
C 0.32 -1.84 -3.60
C -0.83 -1.29 -3.06
N -0.84 -0.63 -1.91
H -3.64 2.73 2.94
H -1.97 2.63 3.43
H 1.57 -1.69 1.38
H 3.55 -1.44 2.83
H 4.53 0.80 3.21
H 3.51 2.79 2.14
H 1.51 2.53 0.71
H 2.42 -0.88 -1.13
H 2.43 -2.11 -3.28
H 0.28 -2.37 -4.54
H -1.78 -1.37 -3.57
O -1.69 -3.13 0.18
N -2.24 -2.32 0.76
C -3.92 -0.19 -2.14
H -3.74 -0.55 -3.15
H -4.97 -0.07 -1.89
*
```

## Properties
HOMO (spin up / spin down) = -6.81 / -7.88 eV
Electronic energy = -1416.25538 a.u.
<S²> = 2.01

(2)
Below is a gas-phase ion, C8H14N5 (charge +1) at a distorted geometry, with properties calculated with the ωB97M-V functional and the def2-TZVPD basis.

Geometry as ORCA input:
```
! wB97M-V def2-TZVPD RIJCOSX def2/J DEFGRID3
* xyz 1 1
C 1.97 -0.32 1.52
C 2.04 -0.34 0.01
N 2.76 -1.36 -0.43
C 2.35 0.98 -0.88
C 1.47 2.07 -0.46
N 0.21 2.03 -0.18
C -0.48 0.81 -0.27
N 0.05 -0.47 -0.36
N -1.01 -1.34 -0.24
C -2.17 -0.68 -0.02
C -3.43 -1.38 0.14
C -1.90 0.68 -0.11
N -2.77 1.70 0.21
H 1.75 0.63 1.88
H 2.93 -0.65 1.97
H 1.13 -0.92 1.79
H 2.90 -1.41 -1.41
H 2.92 -2.18 0.18
H 2.20 0.80 -1.99
H 3.48 1.24 -0.83
H 1.97 2.99 -0.42
H -0.88 -2.42 -0.24
H -3.88 -1.61 -0.84
H -3.29 -2.41 0.37
H -4.17 -0.70 0.69
H -3.78 1.67 0.13
H -2.38 2.59 -0.20
*
```

## Properties
HOMO = -11.18 eV
Electronic energy = -586.71213 a.u.
SMILES = CC(=[NH2+])C/C=N\c1n[nH]c(C)c1N
Energy above the lowest of the compared OMol25 structures with the same formula, charge and spin = 176.41 kJ/mol

(3)
Below is 2 unconnected molecules or ions with the total composition C4H10N2O2 at a distorted geometry, with properties calculated with the ωB97M-V functional and the def2-TZVPD basis.

Geometry as ORCA input:
```
! wB97M-V def2-TZVPD RIJCOSX def2/J DEFGRID3
* xyz 0 1
C 0.61 0.08 -0.75
C 0.50 -1.08 0.24
C -0.89 -1.68 0.32
O 1.22 -2.12 -2.26
N -0.39 1.16 -0.74
C -0.65 1.89 0.42
N 0.47 2.01 1.23
O -1.74 2.37 0.69
H 1.58 0.50 -0.78
H 0.45 -0.44 -1.72
H 0.88 -0.78 1.23
H 1.16 -1.88 -0.29
H -1.69 -0.95 0.59
H -0.92 -2.54 1.01
H -1.18 -2.06 -0.68
H -1.21 1.09 -1.34
H 0.39 2.72 1.97
H 1.39 1.72 0.86
*
```

## Properties
HOMO = -9.84 eV
Electronic energy = -418.17703 a.u.
Energy above the lowest of the compared OMol25 structures with the same formula, charge and spin = 745.46 kJ/mol

(4)
Below is a gas-phase ion, C7H16N3S2 (charge +1) at a distorted geometry, with properties calculated with the ωB97M-V functional and the def2-TZVPD basis.

Geometry as ORCA input:
```
! wB97M-V def2-TZVPD RIJCOSX def2/J DEFGRID3
* xyz 1 1
C -0.03 2.02 -0.85
N -0.75 0.92 -0.26
C -1.98 0.65 -1.08
C -2.86 -0.57 -0.62
S -1.79 -1.99 -0.31
C -0.88 1.18 1.20
C 0.12 0.23 1.82
N 0.77 -0.44 0.72
C 1.55 -1.55 0.77
C 2.36 -1.72 -0.56
S 3.46 -0.27 -0.86
N 0.15 -0.15 -0.41
H 0.08 1.71 -1.93
H -0.49 3.13 -0.77
H 0.90 2.04 -0.42
H -1.50 0.31 -2.07
H -2.65 1.56 -1.18
H -3.41 -0.47 0.38
H -3.56 -0.79 -1.33
H -1.85 1.06 1.59
H -0.57 2.29 1.42
H 0.71 0.79 2.59
H -0.35 -0.63 2.32
H 2.27 -1.47 1.62
H 1.05 -2.56 0.80
H 3.05 -2.58 -0.48
H 1.51 -1.81 -1.37
H 4.71 -0.90 -0.74
*
```

## Properties
HOMO (spin up / spin down) = -11.69 / -11.69 eV
Electronic energy = -1236.51445 a.u.
SMILES = C[N@+]1(CC[S-])CC[N+](CCS)=N1
Energy above the lowest of the compared OMol25 structures with the same formula, charge and spin = 152.11 kJ/mol

(5)
Below is 6 unconnected molecules or ions with the total composition C22H42BrNO23S5 at a distorted geometry, with properties calculated with the ωB97M-V functional and the def2-TZVPD basis.

Geometry as ORCA input:
```
! wB97M-V def2-TZVPD RIJCOSX def2/J DEFGRID3
* xyz 0 1
C -0.05 2.50 2.18
C -1.45 2.75 1.62
C -2.52 1.84 2.18
O -2.32 0.45 1.90
C -2.81 0.12 0.66
C -4.30 -0.27 0.52
O -4.35 -0.99 -0.71
C -3.10 -1.01 -1.28
O -2.91 -0.98 -2.41
C -2.14 -1.04 -0.08
Br -2.54 -2.78 0.77
C -0.66 -0.70 -0.25
C 0.27 -1.87 -0.54
C 0.12 -2.43 -1.96
C 0.82 -1.56 -3.02
C -0.17 -0.94 -4.01
N -0.92 -2.00 -4.68
H -0.05 2.34 3.25
H 0.47 1.68 1.69
H 0.53 3.41 2.03
H -1.41 2.64 0.54
H -1.74 3.78 1.82
H -3.47 2.15 1.72
H -2.67 1.96 3.26
H -2.74 0.93 -0.08
H -4.76 -0.85 1.30
H -4.92 0.63 0.42
H -0.57 0.07 -1.01
H -0.30 -0.25 0.67
H 1.31 -1.57 -0.43
H 0.13 -2.69 0.17
H 0.58 -3.41 -2.00
H -0.94 -2.56 -2.17
H 1.48 -2.18 -3.62
H 1.37 -0.75 -2.54
H 0.36 -0.33 -4.74
H -0.80 -0.26 -3.44
H -0.70 -2.06 -5.66
H -1.92 -1.90 -4.57
O 3.26 -2.00 0.59
S 4.25 -2.97 0.89
O 5.48 -2.63 1.50
O 4.53 -3.82 -0.44
C 4.29 -5.21 -0.20
C 3.22 -5.23 0.88
O 3.57 -4.15 1.75
H 5.21 -5.67 0.15
H 3.96 -5.70 -1.11
H 3.20 -6.17 1.42
H 2.23 -5.03 0.46
O 2.15 1.07 -4.89
S 2.78 0.48 -6.01
O 2.90 -0.92 -6.18
O 4.24 1.15 -6.17
C 4.37 1.76 -7.45
C 2.96 2.17 -7.83
O 2.14 1.10 -7.35
H 4.77 1.02 -8.15
H 5.04 2.61 -7.40
H 2.83 2.29 -8.90
H 2.66 3.09 -7.32
O 3.76 -10.42 2.99
S 2.55 -9.80 3.39
O 1.29 -10.22 2.89
O 2.70 -8.21 3.17
C 2.48 -7.53 4.41
C 2.92 -8.51 5.48
O 2.48 -9.78 4.99
H 1.42 -7.29 4.49
H 3.06 -6.60 4.44
H 2.47 -8.30 6.45
H 4.01 -8.54 5.57
O 1.36 7.90 -0.66
S 0.54 6.81 -0.27
O 1.08 5.55 0.07
O -0.60 6.61 -1.39
C -1.89 6.72 -0.79
C -1.70 7.65 0.39
O -0.42 7.29 0.92
H -2.20 5.72 -0.46
H -2.61 7.10 -1.51
H -2.47 7.53 1.14
H -1.66 8.69 0.07
O -4.27 7.72 5.15
S -3.71 6.66 4.41
O -2.50 6.80 3.68
O -4.84 6.07 3.43
C -5.02 4.67 3.67
C -4.67 4.49 5.14
O -3.56 5.37 5.35
H -4.33 4.12 3.03
H -6.04 4.38 3.46
H -4.39 3.47 5.38
H -5.49 4.80 5.78
*
```

## Properties
HOMO = -8.35 eV
Electronic energy = -7213.55442 a.u.
SMILES = CCCO[C@@H]1COC(=O)[C@@]1(Br)CCCCCN.O=S1(=O)OCCO1.O=S1(=O)OCCO1.O=S1(=O)OCCO1.O=S1(=O)OCCO1.O=S1(=O)OCCO1

(6)
Below is a gas-phase ion, C6H10 (charge -1) at a distorted geometry, with properties calculated with the ωB97M-V functional and the def2-TZVPD basis.

Geometry as ORCA input:
```
! wB97M-V def2-TZVPD RIJCOSX def2/J DEFGRID3
* xyz -1 2
C -1.39 -0.33 -0.97
C -0.57 -0.74 0.23
C -1.12 -1.64 0.99
C 0.91 -0.33 0.39
C 1.12 0.93 -0.45
C 1.53 2.04 0.19
H -1.07 -0.86 -1.87
H -1.25 0.82 -1.16
H -2.49 -0.47 -1.00
H -2.21 -2.05 0.99
H -0.64 -2.12 1.97
H 1.32 -0.24 1.41
H 1.49 -1.08 -0.08
H 0.79 0.85 -1.51
H 1.79 2.24 1.23
H 1.80 2.98 -0.36
*
```

## Properties
HOMO (spin up / spin down) = 1.89 / -5.69 eV
Electronic energy = -234.45683 a.u.
<S²> = 0.75
Energy above the lowest of the compared OMol25 structures with the same formula, charge and spin = 215.03 kJ/mol

(7)
Below is a gas-phase ion, C5H10N3O (charge +1) at a distorted geometry, with properties calculated with the ωB97M-V functional and the def2-TZVPD basis.

Geometry as ORCA input:
```
! wB97M-V def2-TZVPD RIJCOSX def2/J DEFGRID3
* xyz 1 3
C -1.47 0.32 -0.62
C 1.01 -0.60 1.92
C 0.52 -0.23 0.53
C -2.92 0.42 -0.59
C 2.57 0.18 -0.74
N -0.89 0.85 -1.57
N -0.86 -0.23 0.49
N 1.27 0.47 -0.31
O 1.07 -1.55 0.94
H 2.03 -0.24 2.29
H 0.20 -0.81 2.65
H -3.35 -0.59 -0.78
H -3.32 1.21 -1.20
H -3.14 0.51 0.49
H 2.39 -0.38 -1.64
H 3.11 1.08 -1.04
H 3.09 -0.55 -0.12
H -1.36 -0.44 1.32
H 0.04 0.58 -2.04
*
```

## Properties
HOMO (spin up / spin down) = -13.52 / -14.48 eV
Electronic energy = -435.57609 a.u.
<S²> = 2.02
Energy above the lowest of the compared OMol25 structures with the same formula, charge and spin = 205.30 kJ/mol

(8)
Below is a molecular structure, C7H26O6 at a distorted geometry, with properties calculated with the ωB97M-V functional and the def2-TZVPD basis.

Geometry as ORCA input:
```
! wB97M-V def2-TZVPD RIJCOSX def2/J DEFGRID3
* xyz 0 1
C 1.25 -0.97 -2.32
O 2.48 -0.38 -1.99
H 1.46 -2.04 -2.41
H 0.53 -0.81 -1.52
H 0.79 -0.62 -3.24
H 3.10 -1.02 -1.64
C 3.01 0.77 0.22
O 1.87 1.11 -0.57
H 3.98 1.09 -0.17
H 2.88 1.13 1.24
H 3.19 -0.29 0.40
H 1.79 0.56 -1.36
C -2.46 0.09 1.04
O -1.45 0.14 2.02
H -3.30 -0.58 1.26
H -2.93 1.06 0.93
H -2.06 -0.15 0.06
H -0.75 -0.45 1.73
O 0.04 0.37 -0.38
H 0.93 0.24 -0.04
H -0.41 -0.46 -0.19
C -1.45 -2.81 1.24
C 0.05 -2.46 0.96
O 0.13 -1.03 1.12
H -1.50 -3.89 1.35
H -2.23 -2.58 0.52
H -1.88 -2.47 2.18
H 0.37 -2.69 -0.06
H 0.76 -2.97 1.61
H 0.95 -0.93 1.61
C -1.56 3.36 -0.48
C -1.02 2.00 -0.25
O 0.33 2.11 -0.54
H -1.53 3.59 -1.54
H -0.96 4.18 -0.11
H -2.63 3.48 -0.34
H -1.37 1.18 -0.87
H -1.18 1.81 0.81
H 0.79 1.31 -0.27
*
```

## Properties
HOMO = -7.35 eV
Electronic energy = -733.07118 a.u.
Energy above the lowest of the compared OMol25 structures with the same formula, charge and spin = 1618.08 kJ/mol

(9)
Below is a molecular structure, C3H5N3O at a distorted geometry, with properties calculated with the ωB97M-V functional and the def2-TZVPD basis.

Geometry as ORCA input:
```
! wB97M-V def2-TZVPD RIJCOSX def2/J DEFGRID3
* xyz 0 1
C -1.93 -0.04 -0.29
N 0.74 -0.53 0.42
N -0.82 0.50 0.49
C 0.66 0.68 -0.08
C 2.57 -0.40 0.32
O 0.88 1.29 -1.11
N 3.41 -0.86 0.98
H 2.03 -0.51 -0.79
H -0.88 0.37 1.49
H -1.81 0.26 -1.33
H -2.86 0.36 0.12
H -1.99 -1.13 -0.23
*
```

## Properties
HOMO (spin up / spin down) = -10.19 / -10.19 eV
Electronic energy = -356.59425 a.u.
Energy above the lowest of the compared OMol25 structures with the same formula, charge and spin = 690.84 kJ/mol

(10)
Below is 2 unconnected molecules or ions with the total composition C19H34N3O7S2, with properties calculated with the ωB97M-V functional and the def2-TZVPD basis.

Geometry as ORCA input:
```
! wB97M-V def2-TZVPD RIJCOSX def2/J DEFGRID3
* xyz 1 1
C 4.33 -1.73 -0.18
C 2.99 -2.10 -0.76
N 2.76 -2.97 -1.64
C 1.75 -1.34 -0.28
C 1.35 -0.35 -1.32
C 2.07 0.78 -1.64
C 1.60 1.65 -2.62
C 2.49 2.84 -2.92
O 3.39 2.66 -3.70
O 2.26 4.00 -2.32
C 0.39 1.37 -3.29
S -0.23 2.56 -4.49
C 0.94 2.52 -5.82
O -0.13 3.82 -3.81
O -1.52 2.13 -4.95
C -0.29 0.20 -2.99
C -1.57 -0.30 -3.57
C -2.77 0.15 -2.69
C -3.71 -0.99 -2.32
S -4.50 -0.77 -0.75
O -5.12 -2.00 -0.40
O -3.55 -0.16 0.14
O -5.65 0.27 -1.06
N 0.22 -0.59 -2.01
H 4.24 -1.52 0.89
H 4.71 -0.82 -0.66
H 5.05 -2.52 -0.35
H 3.61 -3.45 -1.93
H 1.92 -0.81 0.66
H 0.95 -2.06 -0.12
H 2.99 0.98 -1.12
H 1.77 3.90 -1.49
H 1.32 3.54 -5.90
H 1.77 1.86 -5.60
H 0.42 2.24 -6.74
H -1.69 0.00 -4.61
H -1.52 -1.39 -3.56
H -2.36 0.53 -1.75
H -3.29 0.98 -3.16
H -4.49 -1.16 -3.07
H -3.19 -1.95 -2.20
H -5.32 1.17 -0.91
H -0.28 -1.44 -1.79
C 2.22 0.16 4.59
C 0.78 0.50 4.26
N 0.03 -0.63 3.74
C -1.25 -0.25 3.15
C -2.32 0.36 4.07
C 0.02 -1.82 4.58
C -0.51 -1.68 6.01
H 2.73 -0.29 3.73
H 2.77 1.06 4.87
H 2.30 -0.54 5.43
H 0.77 1.28 3.49
H 0.31 0.95 5.15
H -1.67 -1.12 2.65
H -1.04 0.48 2.36
H -2.78 -0.39 4.71
H -3.11 0.79 3.46
H -1.92 1.15 4.70
H 1.04 -2.20 4.63
H -0.55 -2.59 4.05
H -0.11 -0.80 6.51
H -0.21 -2.55 6.59
H -1.60 -1.63 6.04
*
```

## Properties
HOMO = -10.29 eV
Electronic energy = -2231.43156 a.u.
Energy above the lowest of the compared OMol25 structures with the same formula, charge and spin = 0.00 kJ/mol

(11)
Below is a molecular structure, C29H30N5O2SbTi at a distorted geometry, with properties calculated with the ωB97M-V functional and the def2-TZVPD basis.

Geometry as ORCA input:
```
! wB97M-V def2-TZVPD RIJCOSX def2/J DEFGRID3
* xyz 0 3
Ti 0.15 -0.29 0.25
O -0.90 1.00 -0.42
C -2.08 1.29 0.09
C -2.57 2.60 0.05
C -3.80 2.94 0.58
C -4.59 1.96 1.18
C -4.16 0.66 1.22
C -2.91 0.28 0.68
C -2.53 -1.08 0.68
N -1.39 -1.51 0.16
C -1.13 -2.93 0.14
C 0.35 -3.06 -0.26
N 1.01 -2.01 0.47
C 1.99 -2.25 1.30
C 2.44 -1.29 2.24
C 3.62 -1.49 2.97
C 4.07 -0.58 3.91
C 3.33 0.57 4.16
C 2.13 0.78 3.50
C 1.65 -0.12 2.54
O 0.50 0.13 1.94
H -1.95 3.35 -0.41
H -4.13 3.96 0.54
H -5.55 2.23 1.59
H -4.77 -0.10 1.68
H -3.22 -1.81 1.09
H -1.79 -3.44 -0.57
H -1.27 -3.37 1.14
H 0.45 -2.88 -1.35
H 0.75 -4.06 -0.03
H 2.49 -3.23 1.30
H 4.20 -2.39 2.78
H 4.98 -0.77 4.44
H 3.68 1.29 4.88
H 1.51 1.65 3.71
C 0.72 3.77 -1.38
Sb 0.99 3.05 0.66
C 0.01 4.75 1.64
C 2.93 4.07 0.66
H 0.74 4.85 -1.38
H -0.21 3.41 -1.80
H 1.55 3.39 -1.97
H 0.25 5.67 1.13
H 0.37 4.79 2.66
H -1.07 4.61 1.66
H 2.78 5.13 0.46
H 3.55 3.66 -0.13
H 3.44 3.96 1.61
N 10.25 0.47 1.24
C 9.16 0.35 0.91
C 7.84 0.20 0.47
C 6.78 0.83 1.14
C 5.49 0.71 0.68
C 5.21 -0.05 -0.47
C 6.27 -0.70 -1.13
C 7.56 -0.58 -0.67
N 3.91 -0.16 -0.95
C 3.46 -0.78 -2.09
C 2.11 -0.62 -2.14
N 1.70 0.10 -1.05
C 2.81 0.36 -0.35
H 6.99 1.42 2.02
H 4.70 1.21 1.22
H 6.08 -1.31 -2.00
H 8.37 -1.08 -1.17
H 4.11 -1.27 -2.79
H 1.41 -0.93 -2.90
H 2.84 0.93 0.55
*
```

## Properties
HOMO (spin up / spin down) = -4.84 / -7.81 eV
Electronic energy = -2637.04813 a.u.
<S²> = 2.05
Energy above the lowest of the compared OMol25 structures with the same formula, charge and spin = 139.39 kJ/mol

(12)
Below is a gas-phase ion, C18H29N2O2 (charge +1), with properties calculated with the ωB97M-V functional and the def2-TZVPD basis.

Geometry as ORCA input:
```
! wB97M-V def2-TZVPD RIJCOSX def2/J DEFGRID3
* xyz 1 1
C 1.45 0.11 -2.13
N 0.31 0.07 -1.20
C -0.60 -1.07 -1.48
C -1.03 -1.76 -0.18
C 0.09 -2.64 0.37
C 0.04 -2.82 1.88
C 1.39 -3.33 2.40
C 1.63 -3.07 3.89
C 1.60 -1.60 4.32
C 2.44 -0.67 3.42
C 1.62 -0.10 2.30
O 1.86 -0.26 1.11
C 0.47 0.73 2.73
N -0.40 1.01 1.85
O -1.47 1.76 2.13
C -0.42 1.38 -1.15
C -1.03 1.78 -2.47
C -0.28 2.47 -3.42
C -0.85 2.83 -4.63
C -2.17 2.52 -4.89
C -2.93 1.86 -3.94
C -2.36 1.50 -2.73
H 2.10 0.95 -1.88
H 1.09 0.22 -3.15
H 2.02 -0.81 -2.04
H 0.73 -0.06 -0.24
H -0.08 -1.79 -2.11
H -1.46 -0.69 -2.04
H -1.31 -1.00 0.55
H -1.92 -2.36 -0.38
H 0.08 -3.61 -0.12
H 1.05 -2.17 0.13
H -0.19 -1.86 2.34
H -0.75 -3.51 2.16
H 2.19 -2.85 1.83
H 1.47 -4.40 2.22
H 2.61 -3.49 4.14
H 0.89 -3.61 4.48
H 0.57 -1.25 4.36
H 2.00 -1.55 5.33
H 3.30 -1.19 3.02
H 2.79 0.18 4.02
H 0.42 1.07 3.76
H -1.50 2.08 3.06
H -1.20 1.29 -0.39
H 0.30 2.14 -0.82
H 0.74 2.74 -3.21
H -0.26 3.36 -5.36
H -2.62 2.80 -5.84
H -3.97 1.64 -4.14
H -2.97 1.02 -1.98
*
```

## Properties
HOMO = -12.32 eV
Electronic energy = -963.00246 a.u.
SMILES = C[N@H+](CCCCCCCCC(=O)/C=N/O)Cc1ccccc1
Energy above the lowest of the compared OMol25 structures with the same formula, charge and spin = 193.36 kJ/mol

- Among the records above, which one has the lowest electronic energy?
  C22H42BrNO23S5